1.
{
  "formula": "C15H28CrNO",
  "method": "ωB97M-V with the def2-TZVPD basis set",
  "homo_ev": [-16.20, -16.58],
  "s_squared": 3.958,
  "multiplicity": 4,
  "charge": 2,
  "energy_ev": -47947.792,
  "max_force_ev_per_a": 4.38,
  "species": ["Cr", "O", "N", "C", "C", "C", "C", "C", "C", "C", "C", "C", "C", "C", "C", "C", "C", "C", "H", "H", "H", "H", "H", "H", "H", "H", "H", "H", "H", "H", "H", "H", "H", "H", "H", "H", "H", "H", "H", "H", "H", "H", "H", "H", "H", "H"],
  "positions_angstrom": [[0.4423, 0.5247, -0.2544], [-0.7221, 0.7552, 2.3028], [1.0585, -0.3794, 3.1545], [-2.8933, -0.5360, -0.8585], [-0.4911, -0.5810, -1.9416], [-0.1441, 0.1609, 3.2702], [-0.7981, -0.0741, 4.6135], [1.2296, 2.0904, -0.7145], [-1.4197, -0.7827, -0.8151], [1.9795, -1.2923, -2.4296], [-0.7654, -1.5778, 0.1542], [-1.4534, -2.3506, 1.2261], [0.6212, -1.6928, -0.2040], [0.5993, 4.2930, -1.6628], [0.0973, 3.1494, -0.7847], [-0.8415, 0.0634, -3.2429], [1.5725, -2.6600, 0.4371], [0.7702, -1.1517, -1.5655], [1.6340, -0.1541, 2.3456], [1.4310, 4.8191, -1.1878], [1.3063, 0.4538, 1.1491], [1.7154, -2.0526, -3.1664], [-0.7770, -2.6707, 2.0072], [-0.0451, 3.5028, 0.2515], [1.9827, 2.3086, 0.1506], [2.8577, -1.6140, -1.8643], [-1.5122, 0.7306, 4.7824], [-0.0440, 0.7315, -3.5725], [-3.4907, -1.3700, -1.2264], [1.5089, -2.6121, 1.5240], [-0.2185, 4.9946, -1.7838], [-3.2631, -0.2862, 0.1295], [-0.9073, 2.7641, -1.1213], [-1.7791, 0.6254, -3.2034], [-0.0626, -0.1027, 5.4353], [-3.1137, 0.3101, -1.4932], [-2.2142, -1.7543, 1.7163], [0.9537, 3.9109, -2.6235], [-1.9491, -3.2528, 0.8669], [2.5875, -2.4308, 0.1282], [-1.3417, -1.0319, 4.5951], [-0.9359, -0.7341, -3.9800], [1.5363, -0.7628, 3.9764], [1.7160, 1.7715, -1.7015], [1.3727, -3.6919, 0.1331], [2.2104, -0.3608, -2.9521]]
}

2.
{
  "formula": "C15H28F6GdNO3P2",
  "method": "ωB97M-V with the def2-TZVPD basis set",
  "homo_ev": [-7.54, -6.94],
  "s_squared": 16.033,
  "multiplicity": 8,
  "energy_ev": -79358.450,
  "max_force_ev_per_a": 2.40,
  "species": ["Gd", "P", "P", "F", "F", "F", "F", "F", "F", "O", "O", "O", "N", "C", "C", "C", "C", "C", "C", "C", "C", "C", "C", "C", "C", "C", "C", "C", "H", "H", "H", "H", "H", "H", "H", "H", "H", "H", "H", "H", "H", "H", "H", "H", "H", "H", "H", "H", "H", "H", "H", "H", "H", "H", "H", "H"],
  "positions_angstrom": [[-0.1528, -0.1803, 0.4077], [-1.6204, -1.1546, -1.6902], [1.6924, 1.7008, 1.0528], [1.5997, -4.5465, 3.5982], [3.5938, -3.4536, 2.0726], [2.9913, -1.4090, 2.5944], [1.0822, -2.5055, 4.2355], [-0.4382, -3.7711, 3.3333], [2.9872, -2.0337, 0.5085], [-1.6200, 1.2630, 3.3596], [0.4631, -1.7508, 1.6177], [-1.0654, 3.8155, 2.2743], [-0.1546, 1.6038, -1.4026], [0.9090, 3.1730, 0.2595], [-0.7878, 2.3718, -3.5758], [0.9593, -3.9548, 0.7737], [0.1604, 3.9068, -2.0052], [1.7709, 1.9375, 2.8582], [-1.3261, -2.8910, -2.1829], [0.8796, -3.4392, 3.2766], [-1.1019, -0.0598, -3.0846], [2.7134, -2.4685, 1.7838], [0.2964, 2.8512, -1.0982], [-3.4255, -0.9368, -1.5122], [1.2069, -2.9031, 1.8274], [3.3992, 1.6046, 0.4615], [-0.6643, 1.3496, -2.6416], [-0.3888, 3.6712, -3.2745], [-3.6174, 0.1268, -1.3233], [-0.4977, 4.4849, -3.9945], [-1.3005, 2.9699, 2.7331], [-1.9659, 0.0277, -3.7758], [0.7659, 2.0424, 3.2820], [3.3869, 1.5575, -0.6316], [-0.2627, -3.0154, -2.4298], [-1.7650, 0.7155, 0.8685], [-0.2630, -0.5663, -3.5976], [-1.2188, 2.1255, -4.5545], [-3.9967, -1.2904, -2.3818], [4.0172, 2.4479, 0.7968], [1.6875, 3.9581, 0.1537], [0.4869, 4.8936, -1.7002], [-1.9551, -3.2170, -3.0235], [2.2019, 1.0226, 3.2838], [1.6118, -4.8312, 0.8776], [-0.0996, -4.2506, 0.8322], [0.0938, 3.5084, 0.9635], [2.3845, 2.8000, 3.1433], [1.1029, -3.4770, -0.2043], [3.8096, 0.6593, 0.8342], [-1.5200, -3.5178, -1.2980], [-3.7214, -1.4852, -0.6074], [0.9408, -0.8470, -0.9550], [-1.3651, 0.4131, 3.7599], [-1.8602, 1.0352, 2.4080], [-1.9078, 4.2188, 2.0162]]
}

3.
{
  "formula": "C15H28FN5O4P",
  "method": "ωB97M-V with the def2-TZVPD basis set",
  "homo_ev": -11.84,
  "charge": 1,
  "energy_ev": -43648.006,
  "max_force_ev_per_a": 0.57,
  "species": ["P", "F", "O", "O", "O", "O", "N", "N", "N", "N", "N", "C", "C", "C", "C", "C", "C", "C", "C", "C", "C", "C", "C", "C", "C", "C", "H", "H", "H", "H", "H", "H", "H", "H", "H", "H", "H", "H", "H", "H", "H", "H", "H", "H", "H", "H", "H", "H", "H", "H", "H", "H", "H", "H"],
  "positions_angstrom": [[-1.9427, -3.4346, 1.6163], [-3.5007, 0.6691, -1.0545], [-2.6389, -4.0254, 0.2602], [-1.1179, 0.3688, 0.1444], [2.4257, 1.8025, -0.8688], [-3.0463, -3.7599, 2.7547], [-3.1098, -0.5752, 3.5216], [-1.3800, 2.3325, 1.5700], [4.4696, 1.7160, -2.5134], [-0.0779, -0.7552, 1.9254], [0.1194, -2.3739, -1.1099], [-4.0661, 0.0076, 0.0550], [1.2748, -0.2965, 1.6340], [2.0804, -2.8066, 1.8485], [-2.3066, -1.5420, 1.2393], [-1.2614, 1.4087, 0.8975], [-0.3555, -1.7235, -0.2955], [3.1956, 2.2884, -3.0957], [3.2862, 3.8034, -3.0693], [-3.4027, -1.3732, 0.1638], [-5.5726, -0.0574, -0.1549], [2.4239, -1.3374, 1.5519], [1.7969, 2.8625, -0.1323], [-0.9419, -0.9324, 0.8273], [2.0842, 1.6897, -2.2339], [-2.7453, -0.9710, 2.5092], [1.2051, 0.2424, 0.6889], [-3.8256, 0.6375, 0.9150], [-5.9029, -1.0531, -0.4535], [-6.1079, 0.2386, 0.7481], [2.3192, 4.2318, -3.3250], [1.1298, 2.1669, -2.4611], [1.0226, -3.0424, 1.7411], [3.5716, 4.1741, -2.0835], [4.5690, 0.7196, -2.7159], [-0.1624, -1.4668, 2.6379], [1.9827, 0.6226, -2.4545], [5.3049, 2.2020, -2.8393], [-3.0146, -1.6516, -0.8172], [4.0137, 4.1694, -3.7949], [-5.8464, 0.6426, -0.9449], [0.8226, 3.1048, -0.5575], [3.2067, -1.0201, 2.2429], [1.6498, 2.5027, 0.8828], [-4.1830, -2.0991, 0.3922], [2.4158, 3.7604, -0.0985], [2.8637, -1.2723, 0.5528], [1.5334, 0.4526, 2.3865], [3.1231, 1.9281, -4.1215], [4.3806, 1.8093, -1.4899], [-3.9528, -3.4839, 2.5552], [2.3690, -3.0695, 2.8689], [2.6500, -3.4630, 1.1913], [-2.8280, -4.9684, 0.3625]]
}

4.
{
  "formula": "C15H28FNO3Ta",
  "method": "ωB97M-V with the def2-TZVPD basis set",
  "homo_ev": -5.67,
  "charge": -1,
  "energy_ev": -27908.688,
  "max_force_ev_per_a": 5.20,
  "species": ["Ta", "F", "O", "O", "O", "N", "C", "C", "C", "C", "C", "C", "C", "C", "C", "C", "C", "C", "C", "C", "C", "H", "H", "H", "H", "H", "H", "H", "H", "H", "H", "H", "H", "H", "H", "H", "H", "H", "H", "H", "H", "H", "H", "H", "H", "H", "H", "H", "H"],
  "positions_angstrom": [[-1.4179, 2.3735, 0.7059], [-1.2933, 4.4586, 0.3885], [-4.4070, 0.5984, 2.4818], [-2.2811, 2.0974, -1.2526], [1.0892, -1.6271, 3.4849], [-3.3538, 2.6405, 1.6746], [1.9117, -0.9822, 2.5074], [1.3601, -1.0280, -3.0811], [0.4341, 1.1426, 3.1668], [-3.7277, 1.5162, 2.1928], [-2.1401, -0.5984, -2.3971], [1.5053, 0.5302, 2.1877], [2.6300, -0.1960, -2.5868], [-0.8205, 0.2712, -2.2550], [-1.2663, 1.7980, -2.2412], [0.1368, -0.0954, -3.4627], [-1.5035, -1.1154, 1.0803], [-1.6848, 0.0987, 1.0586], [1.0211, -2.1510, -2.0077], [-0.2381, 2.4962, 2.6718], [0.7217, -2.9615, 3.1434], [2.9652, -0.9358, 2.9437], [1.0864, -3.7284, 3.8891], [-0.4152, -3.0087, 3.1815], [-3.0622, 0.0523, -2.5117], [1.0349, -3.3035, 2.1193], [1.7589, -3.0105, -2.0161], [2.9925, -0.4755, -1.5603], [2.4437, 1.1633, 2.3003], [-1.7472, 1.9802, -3.2637], [0.5820, 0.8859, -3.8373], [0.2232, 2.1076, -0.1408], [1.1520, -1.6643, -0.9878], [-0.3801, 2.5015, -2.2061], [-0.3778, -0.5577, -4.3500], [2.0080, -1.5162, 1.5225], [-0.3678, 0.4132, 3.4879], [-1.2227, -2.1885, 0.9634], [-0.2432, 0.1012, -1.3062], [-0.9507, 2.8705, 3.4724], [0.6175, 3.2270, 2.4930], [2.3702, 0.9011, -2.6206], [-0.0455, -2.5123, -2.0527], [3.4745, -0.4219, -3.3117], [-2.3436, -1.2930, -1.5371], [0.9933, 1.3959, 4.1292], [-2.1199, -1.2423, -3.3339], [1.6624, -1.5837, -4.0260], [1.2352, 0.5760, 1.0992]]
}

5.
{
  "formula": "C15H28N2O5",
  "method": "ωB97M-V with the def2-TZVPD basis set",
  "homo_ev": -8.17,
  "smiles": "c1cc[nH]c1.c1cc[nH]c1.O=C1CCCO1.CO.CO.CO",
  "energy_ev": -29222.175,
  "max_force_ev_per_a": 3.74,
  "species": ["O", "O", "O", "O", "O", "N", "N", "C", "C", "C", "C", "C", "C", "C", "C", "C", "C", "C", "C", "C", "C", "C", "H", "H", "H", "H", "H", "H", "H", "H", "H", "H", "H", "H", "H", "H", "H", "H", "H", "H", "H", "H", "H", "H", "H", "H", "H", "H", "H", "H"],
  "positions_angstrom": [[1.0616, 1.4494, -0.8468], [-2.4516, -3.8489, 6.1514], [-0.0009, 4.8292, -7.6915], [0.5360, -2.1387, -4.6308], [-0.6092, -2.7832, 5.3974], [-6.1161, 0.8820, -4.1167], [4.8594, 1.3919, 6.4372], [-0.2243, -3.9181, 3.3752], [6.2454, 1.5704, 8.1524], [0.0099, 3.5995, -6.9394], [2.1646, 2.1044, -0.3345], [6.9407, 1.1503, 7.0391], [-5.0602, 1.5502, -4.7638], [-0.2841, -3.0267, -3.7928], [4.8808, 1.5618, 7.8639], [-7.2387, 1.2470, -4.8324], [0.4585, -2.9803, 4.4007], [-1.2317, -4.8194, 4.1865], [-6.8438, 1.8909, -5.9703], [6.1063, 1.0869, 5.9130], [-1.4637, -3.8362, 5.4095], [-5.5128, 2.0803, -5.9766], [0.5474, -2.4521, -5.5381], [6.2997, 0.6544, 4.9425], [0.0960, 3.7427, -5.8623], [-0.9073, 3.0486, -7.1473], [-5.0459, 2.5986, -6.8011], [0.1262, -2.9014, -2.7908], [-0.7805, -5.7826, 4.4246], [2.9733, 1.8634, -1.0245], [3.9922, 1.8142, 8.4234], [2.0084, 3.1823, -0.3782], [6.6230, 1.9519, 9.0896], [1.1295, 1.3617, -1.8004], [-0.0594, -4.0223, -4.1755], [0.4595, -1.9388, 4.0794], [-6.1153, 0.2864, -3.3010], [-0.6987, 5.4353, -7.4320], [7.9850, 0.9306, 6.8729], [0.5692, -4.5265, 2.9412], [-0.5994, -3.5814, 2.4087], [-2.1531, -5.0833, 3.6673], [-4.1195, 1.3255, -4.2833], [-1.3613, -2.8891, -3.8863], [4.0415, 1.2099, 5.8733], [-8.2545, 1.0659, -4.5132], [-7.5342, 2.4003, -6.6262], [1.3439, -3.3814, 4.8941], [0.7717, 2.8521, -7.1614], [2.4363, 1.7924, 0.6739]]
}